# 1
This record from the Open Molecules 2025 dataset describes one molecule with the formula C4H10N2O in a non-equilibrium geometry. The level of theory is wB97M-V/def2-TZVPD.

Summary:
Strongest force on any atom, eV/Å: 1.27
HOMO-LUMO gap, eV: 10.11
Relative energy (zero: lowest compared OMol25 entry of this formula, charge and spin), kJ/mol: 73.65
DFT total energy, eV: -9338.224
HOMO, eV: -9.1539
SMILES string: CC[C@@H](N)C(N)=O
E_LUMO, eV: 0.953

```
! wB97M-V def2-TZVPD RIJCOSX def2/J DEFGRID3
* xyz 0 1
N 0.4096 -0.7899 -1.7603
C 0.7260 1.6895 1.0986
C 1.1623 0.6013 0.1122
C -0.0298 -0.0344 -0.6076
C -0.7554 -0.9568 0.3634
N -2.0639 -1.2313 0.0230
O -0.1918 -1.6240 1.2077
H -0.0864 -1.6581 -1.9003
H 1.4051 -0.9526 -1.8179
H 1.3837 2.5508 1.1548
H 0.6110 1.2677 2.1049
H -0.2855 2.0005 0.8259
H 1.7900 1.0600 -0.6507
H 1.7471 -0.2202 0.5198
H -0.6595 0.7955 -0.9269
H -2.6882 -0.4966 -0.2744
H -2.4741 -2.0012 0.5278
*
```

And the Mulliken charges, in e, turn out to be: -0.6110 -1.1298 -0.7387 0.2638 0.3039 -0.4057 -0.5823 0.2513 0.2291 0.3561 0.2715 0.3080 0.3955 0.3684 0.2437 0.2273 0.2489

# 2
This record from the Open Molecules 2025 dataset describes one molecule with the formula C4H10N2O3 in a non-equilibrium geometry. The level of theory is wB97M-V/def2-TZVPD.

Summary:
Strongest force on any atom, eV/Å: 2.71
HOMO-LUMO gap, eV: 9.76
Relative energy (zero: lowest compared OMol25 entry of this formula, charge and spin), kJ/mol: 421.72
DFT total energy, eV: -13429.485
HOMO, eV: -9.0706
SMILES string: CO[C@@H]([O-])[N@H+](N)C(C)=O
E_LUMO, eV: 0.686

```
! wB97M-V def2-TZVPD RIJCOSX def2/J DEFGRID3
* xyz 0 1
C 2.8556 0.1968 0.9275
C 0.7603 -0.3199 -0.0253
O 1.5281 -0.3099 1.1028
O 0.9710 -0.9908 -1.0198
H 0.3775 0.9331 -0.2601
H 3.4125 -0.4326 0.2324
H 3.3110 0.1684 1.9141
H 2.8352 1.2257 0.5613
C -1.8077 0.9239 -1.3383
N -0.8569 -0.5082 0.5527
C -1.2114 0.9786 0.0474
N -1.5456 -1.6410 0.0417
O -1.4697 1.7844 0.9110
H -0.8329 -0.4862 1.5707
H -1.1141 -1.8390 -0.8624
H -1.3247 -2.4374 0.6321
H -1.1725 0.3519 -2.0128
H -2.7915 0.4572 -1.2798
H -1.9243 1.9448 -1.6952
*
```

And the Mulliken charges, in e, turn out to be: -0.7099 0.5591 -0.3095 -0.6862 0.0334 0.3102 0.2314 0.3110 -1.0486 0.0813 0.5883 -0.7219 -0.5540 0.3559 0.2869 0.2805 0.3317 0.3004 0.3600

# 3
This record from the Open Molecules 2025 dataset describes C19H12BF5N8OPtS as an isolated structure. The level of theory is wB97M-V/def2-TZVPD.

Summary:
Strongest force on any atom, eV/Å: 0.35
HOMO-LUMO gap (spin up / spin down), eV: 8.31 / 4.78
Relative energy (zero: lowest compared OMol25 entry of this formula, charge and spin), kJ/mol: 344.15
DFT total energy, eV: -62201.666
HOMO (spin up / spin down), eV: -11.3838 / -11.3897
E_LUMO (spin up / spin down), eV: -3.072 / -6.614

```
! wB97M-V def2-TZVPD RIJCOSX def2/J DEFGRID3
* xyz 1 4
Pt 0.4211 1.0745 0.1205
C -2.8745 -0.5601 -2.1419
C -2.3486 0.4316 -1.3267
N -1.1992 -0.0002 -0.7900
N -0.9622 -1.2243 -1.2755
C -1.9584 -1.6021 -2.0750
B 0.1789 -2.4942 0.6886
N 0.4134 -1.5601 1.8123
C 0.7115 -1.9752 3.0809
C 0.8783 -0.8830 3.8839
C 0.6737 0.2099 3.0346
N 0.4074 -0.1957 1.8040
N 1.5103 -1.3758 -1.3316
C 2.3928 -1.7856 -2.2403
C 3.3988 -0.8326 -2.3173
C 3.0391 0.1420 -1.3996
N 1.9028 -0.2172 -0.7805
N -0.2317 -3.7982 1.1334
C -1.1952 -4.1152 2.0730
C -1.2892 -5.4668 2.1195
C -0.3214 -5.9241 1.1807
N 0.2954 -4.9377 0.5856
H -3.7967 -0.5378 -2.6939
H -2.7310 1.4100 -1.0839
H -1.9260 -2.5846 -2.5155
H 0.7960 -3.0231 3.3050
H 1.1232 -0.8698 4.9302
H 0.7090 1.2643 3.2571
H 2.2342 -2.7319 -2.7293
H 4.2739 -0.8595 -2.9410
H 3.5381 1.0584 -1.1284
H -1.7547 -3.3488 2.5831
H -1.9626 -6.0537 2.7185
H -0.0575 -6.9403 0.9366
F -1.2131 7.9891 0.0173
C -0.8168 6.7841 -0.3085
C -0.1951 6.5677 -1.5354
F -0.0065 7.5764 -2.3649
C 0.2160 5.2964 -1.8646
F 0.8067 5.0972 -3.0259
C 0.0255 4.1997 -0.9894
S 0.5626 2.6727 -1.5126
C -0.6154 4.4653 0.2416
F -0.8455 3.4762 1.1029
C -1.0275 5.7281 0.5824
F -1.6255 5.9576 1.7386
O 0.1772 -3.2520 -1.6389
C 0.2684 -2.2512 -0.9195
*
```

And the Mulliken charges, in e, turn out to be: 1.6464 -1.1255 -0.1569 -1.1955 0.6259 -0.0126 0.6651 0.5796 -0.4028 -0.9870 0.1045 -0.8800 0.7822 0.0275 -1.1027 -0.2633 -1.0184 0.8627 -0.4364 -0.6536 -0.3075 -0.9825 0.4190 0.4808 0.5103 0.5571 0.4434 0.4414 0.4979 0.4304 0.4880 0.5089 0.4321 0.4636 -0.2429 0.6831 0.1620 -0.2417 0.3227 -0.2624 0.2968 -0.2387 0.3895 -0.2635 -0.2176 -0.2597 -0.7629 0.1931